[1]
ORCA calculation (wB97M-V/def2-TZVPD) on one molecule with the formula H2I2NP.

```
! RIJCOSX wB97M-V def2-TZVPD def2/J DEFGRID3
* xyz 0 1
N -0.222 0.097 1.049
P -0.464 -0.841 -0.335
I 1.813 -1.536 -0.694
I -0.896 0.926 -2.139
H 0.654 0.594 0.935
H -0.884 0.761 1.185
*
```

## Properties
energy above the lowest of the compared OMol25 structures with the same formula, charge and spin	0.00	kJ/mol
M	300.8	g/mol
orbital gap	8.587	eV

What are the Löwdin partial charges on each atom? They are as follows, in elementary charge units: N -0.3664; P -0.0317; I 0.3145; I 0.1258; H -0.0081; H -0.0340

[2]
ORCA calculation (wB97M-V/def2-TZVPD) on a 2-piece molecular cluster, H2I2O2P overall.

```
! RIJCOSX wB97M-V def2-TZVPD def2/J DEFGRID3
* xyz 1 1
O 1.122 0.520 1.304
O -0.189 0.204 -0.721
P 1.099 0.907 -0.210
I 0.454 3.361 0.004
I 4.438 -1.332 -0.060
H 1.833 1.048 1.695
H -0.324 -0.196 -1.572
*
```

## Properties
energy above the lowest of the compared OMol25 structures with the same formula, charge and spin	277.24	kJ/mol
M	318.8	g/mol
orbital gap (alpha / beta)	5.224 / 6.734	eV

Here are the Löwdin charges for atoms 1 to 6, given in e: O -0.2611; O -0.2031; P 0.5103; I 0.6393; I 0.1360; H 0.0730

[3]
ORCA calculation (wB97M-V/def2-TZVPD) on H2I3P2 as an isolated structure.

```
! RIJCOSX wB97M-V def2-TZVPD def2/J DEFGRID3
* xyz 1 3
P -0.024 0.140 -1.061
P -2.163 0.279 -0.033
I -3.793 -2.403 0.136
I -2.583 1.232 2.163
I -3.545 1.658 -1.532
H 0.496 -0.458 0.154
H -0.618 -1.137 -1.640
*
```

## Properties
M	444.7	g/mol
orbital gap (alpha / beta)	7.366 / 6.207	eV

Here are the Löwdin charges for atoms 1 to 6, given in e: P 0.5577; P -0.5161; I 0.3760; I 0.4221; I 0.3902; H -0.1332

[4]
ORCA calculation (wB97M-V/def2-TZVPD) on one molecule with the formula H2INS.

```
! RIJCOSX wB97M-V def2-TZVPD def2/J DEFGRID3
* xyz 0 1
S -1.092 0.734 -0.048
N 0.032 -0.583 -0.180
I 2.138 -0.137 0.047
H -0.978 1.010 1.348
H -0.100 -1.025 -1.166
*
```

## Properties
energy above the lowest of the compared OMol25 structures with the same formula, charge and spin	146.37	kJ/mol
M	175.0	g/mol
orbital gap	7.843	eV

What are the Löwdin partial charges on each atom? They are as follows, in elementary charge units: S 0.5113; N -0.9586; I 0.5462; H -0.1042; H 0.0053

[5]
ORCA calculation (wB97M-V/def2-TZVPD) on a 2-piece molecular cluster, H2INS overall.

```
! RIJCOSX wB97M-V def2-TZVPD def2/J DEFGRID3
* xyz 0 3
N -1.039 -0.626 0.989
S -0.022 0.596 0.774
I 2.417 0.200 -3.360
H -0.833 -0.985 1.980
H -0.523 0.815 -0.383
*
```

## Properties
energy above the lowest of the compared OMol25 structures with the same formula, charge and spin	48.11	kJ/mol
M	175.0	g/mol
orbital gap (alpha / beta)	9.077 / 6.676	eV

What are the Löwdin partial charges on each atom? They are as follows, in elementary charge units: N -0.4840; S 0.6651; I 0.0093; H -0.0143; H -0.1760

[6]
ORCA calculation (wB97M-V/def2-TZVPD) on a 2-piece molecular cluster, H2IOP overall.

```
! RIJCOSX wB97M-V def2-TZVPD def2/J DEFGRID3
* xyz 0 1
O 1.965 -0.909 0.235
P 0.916 0.112 0.236
I -2.709 0.803 0.128
H 0.459 0.140 -1.130
H -0.632 -0.146 0.531
*
```

## Properties
energy above the lowest of the compared OMol25 structures with the same formula, charge and spin	287.81	kJ/mol
M	175.9	g/mol
orbital gap (alpha / beta)	7.470 / 6.565	eV

What are the Löwdin partial charges on each atom? They are as follows, in elementary charge units: O -0.4859; P 0.7013; I 0.1176; H -0.0734; H -0.2596

[7]
ORCA calculation (wB97M-V/def2-TZVPD) on a 2-piece molecular cluster, H2IOPS2 overall.

```
! RIJCOSX wB97M-V def2-TZVPD def2/J DEFGRID3
* xyz 0 3
O 0.317 -0.762 -0.792
P -0.514 0.181 -0.063
S -0.274 2.101 0.051
S -2.134 -0.707 0.923
I 4.203 -0.044 0.140
H 2.990 -0.368 -0.813
H -2.582 0.468 1.372
*
```

## Properties
M	240.0	g/mol
orbital gap (alpha / beta)	5.928 / 5.640	eV

Here are the Löwdin charges for atoms 1 to 6, given in e: O -0.5096; P -0.1473; S 0.3953; S 0.4485; I 0.4012; H -0.3922

[8]
ORCA calculation (wB97M-V/def2-TZVPD) on H2InO9P2 as an isolated structure.

```
! RIJCOSX wB97M-V def2-TZVPD def2/J DEFGRID3
* xyz -3 1
In -0.868 -0.769 -1.573
P 1.943 1.291 -0.937
O 2.190 1.525 0.587
O 0.599 1.786 -1.454
O 1.893 -0.256 -0.735
O 3.109 1.740 -1.821
P -0.348 -2.226 1.421
O -0.683 -2.834 0.027
O -1.322 -2.568 2.552
O -0.227 -0.701 1.087
O 1.140 -2.527 1.765
O -2.308 1.527 -0.454
H -2.173 2.440 -0.729
H -2.948 1.573 0.262
*
```

## Properties
energy above the lowest of the compared OMol25 structures with the same formula, charge and spin	304.56	kJ/mol
M	322.8	g/mol
orbital gap	3.660	eV

Here are the Löwdin charges for atoms 1 to 6, given in e: In 0.7600; P -0.1572; O -0.2664; O -0.5034; O -0.2917; O -0.4769

[9]
ORCA calculation (wB97M-V/def2-TZVPD) on H2LiO as an isolated structure.

```
! RIJCOSX wB97M-V def2-TZVPD def2/J DEFGRID3
* xyz 1 1
O -0.185 -0.390 0.113
H -1.000 0.061 -0.204
H -0.394 -1.350 0.055
Li 1.579 1.678 0.036
*
```

## Properties
energy above the lowest of the compared OMol25 structures with the same formula, charge and spin	70.40	kJ/mol
M	25.0	g/mol
orbital gap	11.187	eV

What are the Löwdin partial charges on each atom? They are as follows, in elementary charge units: O -0.0980; H 0.0624; H 0.0775; Li 0.9581

[10]
ORCA calculation (wB97M-V/def2-TZVPD) on H2LiO as an isolated structure.

```
! RIJCOSX wB97M-V def2-TZVPD def2/J DEFGRID3
* xyz 1 1
O -0.253 -0.117 0.111
H -0.296 -1.098 0.041
H -0.800 0.209 -0.639
Li 1.348 1.006 0.488
*
```

## Properties
energy above the lowest of the compared OMol25 structures with the same formula, charge and spin	9.88	kJ/mol
M	25.0	g/mol
orbital gap	13.128	eV

What are the Löwdin partial charges on each atom? They are as follows, in elementary charge units: O -0.1144; H 0.0967; H 0.0907; Li 0.9269

| no. | F_max (eV/Å) |
| --- | --- |
| 1 | 3.84 |
| 2 | 1.32 |
| 3 | 2.11 |
| 4 | 2.54 |
| 5 | 2.88 |
| 6 | 3.00 |
| 7 | 3.36 |
| 8 | 2.57 |
| 9 | 0.99 |
| 10 | 0.89 |